{
  "formula": "C33H46N3ORuS2Si2",
  "method": "the ωB97M-V functional and the def2-TZVPD basis",
  "lumo_ha": [0.0161, -0.0231],
  "orbital_gap_ev": [6.70, 6.28],
  "multiplicity": 2,
  "s_squared": 0.7558,
  "homo_energy_ha": [-0.2302, -0.2541],
  "species": ["Ru", "C", "Si", "C", "C", "C", "C", "C", "C", "C", "C", "N", "Si", "C", "C", "C", "H", "H", "H", "H", "H", "H", "H", "H", "H", "H", "H", "H", "H", "H", "H", "H", "H", "H", "H", "H", "H", "H", "S", "C", "N", "C", "C", "N", "C", "C", "C", "C", "C", "C", "C", "C", "S", "C", "C", "C", "C", "C", "C", "C", "H", "H", "H", "H", "H", "H", "H", "H", "H", "H", "H", "H", "H", "H", "H", "H", "H", "H", "C", "O", "C", "C", "H", "H", "H", "H", "H", "H"],
  "positions_angstrom": [[0.220, 0.019, -0.047], [2.961, 0.808, -1.974], [1.801, 2.260, -1.609], [0.836, 2.589, -3.190], [3.028, 3.681, -1.393], [0.580, 2.239, -0.168], [-0.815, 2.317, -0.644], [-1.714, 3.389, -0.531], [-2.986, 3.268, -1.049], [-3.376, 2.086, -1.677], [-2.456, 1.061, -1.742], [-1.223, 1.181, -1.256], [0.956, 2.994, 1.488], [2.687, 2.556, 2.095], [-0.303, 2.459, 2.785], [0.874, 4.888, 1.490], [3.186, 0.835, -3.045], [2.590, -0.187, -1.745], [3.901, 0.936, -1.431], [1.533, 2.772, -4.011], [0.185, 3.462, -3.095], [0.213, 1.736, -3.461], [3.534, 3.872, -2.344], [3.799, 3.444, -0.658], [2.543, 4.608, -1.082], [-1.388, 4.308, -0.067], [-3.676, 4.100, -0.981], [-4.366, 1.964, -2.093], [-2.698, 0.104, -2.188], [2.662, 1.712, 2.785], [3.111, 3.411, 2.626], [3.364, 2.291, 1.283], [-0.535, 1.394, 2.712], [-1.240, 3.011, 2.669], [0.072, 2.658, 3.792], [1.484, 5.323, 0.696], [1.250, 5.277, 2.441], [-0.145, 5.261, 1.374], [-1.578, -1.208, 0.650], [-1.462, -2.802, 0.033], [-2.462, -3.716, 0.307], [-2.364, -5.006, -0.354], [-0.926, -5.452, -0.408], [-0.134, -4.464, -1.117], [1.191, -4.916, -1.532], [1.112, -5.980, -2.597], [0.838, -5.615, -3.913], [0.750, -6.578, -4.905], [0.936, -7.919, -4.594], [1.212, -8.291, -3.287], [1.300, -7.322, -2.295], [-0.325, -3.160, -0.710], [0.782, -1.927, -1.161], [-3.836, -3.256, 0.477], [-4.579, -4.093, 1.489], [-5.777, -4.714, 1.169], [-6.462, -5.463, 2.119], [-5.945, -5.599, 3.397], [-4.741, -4.983, 3.723], [-4.064, -4.235, 2.775], [-2.775, -4.947, -1.372], [-2.957, -5.729, 0.208], [-0.859, -6.402, -0.938], [-0.538, -5.596, 0.611], [1.748, -5.292, -0.662], [1.728, -4.054, -1.918], [0.690, -4.569, -4.152], [0.541, -6.282, -5.925], [0.872, -8.670, -5.370], [1.361, -9.333, -3.039], [1.526, -7.614, -1.275], [-4.357, -3.287, -0.490], [-3.811, -2.219, 0.804], [-6.180, -4.613, 0.167], [-7.396, -5.943, 1.857], [-6.474, -6.182, 4.139], [-4.335, -5.084, 4.721], [-3.125, -3.753, 3.023], [3.827, -0.959, 1.699], [2.746, -0.310, 1.023], [1.462, -0.605, 1.240], [1.233, -1.591, 2.347], [3.806, -0.774, 2.772], [4.730, -0.527, 1.277], [3.808, -2.031, 1.503], [1.820, -1.366, 3.240], [1.547, -2.572, 1.971], [0.182, -1.639, 2.609]],
  "forces_ev_per_angstrom": [[0.1, 0.0, 0.1], [0.0, 0.0, 0.1], [0.1, 0.2, 0.0], [0.0, 0.0, 0.0], [-0.1, 0.1, 0.0], [-0.1, -0.7, 0.3], [-0.1, 0.0, -0.3], [0.0, 0.0, 0.1], [0.0, 0.0, 0.0], [0.0, 0.0, 0.0], [0.0, 0.0, -0.1], [0.1, 0.0, -0.1], [0.0, 0.2, -0.1], [0.0, 0.0, 0.0], [0.0, 0.0, 0.0], [0.1, 0.0, 0.0], [0.0, 0.0, 0.0], [-0.1, 0.0, 0.0], [0.0, 0.0, 0.0], [0.0, 0.0, 0.0], [0.0, 0.0, 0.0], [0.0, 0.0, 0.0], [0.0, 0.0, 0.0], [0.0, 0.0, 0.0], [0.0, 0.0, -0.1], [0.0, 0.0, 0.0], [0.0, 0.0, 0.0], [0.0, 0.0, 0.0], [0.0, 0.0, 0.0], [0.0, 0.0, 0.0], [0.0, 0.0, 0.0], [0.0, 0.0, 0.0], [0.0, 0.0, 0.0], [0.0, 0.0, 0.0], [0.0, 0.0, 0.0], [0.0, 0.0, 0.0], [0.0, 0.0, 0.0], [0.0, 0.0, 0.0], [-0.1, 0.2, 0.2], [0.0, 0.0, 0.0], [0.1, 0.0, -0.2], [0.0, 0.0, 0.0], [0.0, 0.0, 0.0], [0.0, 0.0, 0.0], [-0.1, 0.0, 0.0], [0.0, 0.0, 0.0], [-0.1, 0.0, 0.0], [0.0, 0.0, 0.0], [0.0, 0.0, 0.0], [0.0, 0.0, 0.0], [0.0, 0.0, 0.0], [0.0, 0.0, 0.0], [-0.1, 0.0, -0.1], [0.1, -0.1, 0.1], [0.0, 0.0, 0.0], [0.0, 0.0, 0.0], [0.0, 0.0, 0.0], [0.0, 0.0, 0.0], [0.0, 0.0, 0.0], [0.0, 0.0, 0.0], [0.0, 0.0, 0.0], [0.0, 0.0, 0.0], [0.0, 0.0, 0.0], [0.0, 0.0, 0.0], [0.0, 0.0, 0.0], [0.0, 0.0, 0.0], [0.0, 0.0, 0.0], [0.0, 0.0, 0.0], [0.0, 0.0, 0.0], [0.0, 0.0, 0.0], [0.0, 0.0, 0.0], [0.0, 0.0, 0.0], [0.0, 0.0, 0.0], [0.0, 0.0, 0.0], [0.0, 0.0, 0.0], [0.0, 0.0, 0.0], [0.0, 0.0, 0.0], [0.0, 0.0, 0.0], [0.0, 0.0, 0.0], [-0.1, -0.1, 0.0], [0.3, 0.0, 0.0], [0.0, 0.2, 0.1], [0.0, 0.0, 0.0], [0.0, 0.0, 0.0], [0.0, 0.0, 0.0], [0.0, 0.0, 0.0], [0.0, 0.0, 0.0], [0.0, 0.0, 0.0]]
}

{
  "formula": "C33H46N6O4S2Si2Tl",
  "method": "the ωB97M-V functional and the def2-TZVPD basis",
  "lumo_ha": 0.0761,
  "charge": -1,
  "orbital_gap_ev": 6.02,
  "homo_energy_ha": -0.1452,
  "species": ["Tl", "N", "C", "S", "N", "N", "C", "C", "C", "C", "C", "C", "N", "H", "H", "H", "H", "H", "H", "H", "C", "O", "C", "C", "C", "C", "C", "C", "N", "N", "C", "O", "C", "C", "C", "C", "C", "C", "C", "O", "H", "H", "H", "H", "H", "H", "H", "H", "H", "H", "H", "H", "O", "S", "C", "C", "C", "C", "H", "H", "H", "H", "H", "H", "H", "H", "C", "Si", "C", "C", "C", "Si", "C", "C", "C", "H", "H", "H", "H", "H", "H", "H", "H", "H", "H", "H", "H", "H", "H", "H", "H", "H", "H", "H"],
  "positions_angstrom": [[1.151, -1.046, 0.638], [4.491, 0.623, 3.634], [4.069, -0.014, 2.491], [3.338, 0.969, 1.311], [4.428, -1.299, 2.468], [4.019, -2.059, 1.459], [4.479, -3.266, 1.460], [4.033, -4.279, 0.528], [4.369, -5.624, 0.770], [3.856, -6.613, -0.039], [3.035, -6.255, -1.104], [2.803, -4.907, -1.306], [3.278, -3.944, -0.530], [4.053, 1.514, 3.788], [4.603, 0.032, 4.444], [5.183, -3.574, 2.235], [5.007, -5.866, 1.610], [4.081, -7.655, 0.153], [2.599, -7.001, -1.753], [2.209, -4.577, -2.156], [0.867, -2.001, 4.502], [-0.145, -1.315, 5.237], [-1.005, -0.443, 4.608], [-2.148, -0.162, 5.307], [-3.122, 0.705, 4.796], [-2.942, 1.248, 3.555], [-1.783, 1.014, 2.782], [-1.783, 1.683, 1.502], [-0.952, 1.624, 0.520], [-1.257, 2.545, -0.442], [-0.971, 2.403, -1.677], [-0.413, 1.284, -2.191], [-1.188, 3.583, -2.535], [-0.257, 3.906, -3.519], [-0.428, 5.035, -4.304], [-1.534, 5.852, -4.122], [-2.452, 5.551, -3.124], [-2.276, 4.431, -2.330], [-0.707, 0.195, 3.333], [0.437, 0.040, 2.834], [1.258, -2.749, 5.194], [1.666, -1.337, 4.181], [0.464, -2.500, 3.620], [-2.279, -0.629, 6.277], [-4.001, 0.928, 5.386], [-3.707, 1.904, 3.147], [-2.681, 2.294, 1.337], [0.622, 3.287, -3.633], [0.311, 5.284, -5.056], [-1.674, 6.724, -4.747], [-3.307, 6.196, -2.965], [-2.972, 4.207, -1.533], [-0.481, -3.321, 1.586], [-1.819, -3.885, 1.284], [-3.053, -2.926, 2.269], [-3.987, -2.220, 1.298], [-3.119, -1.832, 0.106], [-2.391, -3.102, -0.290], [-2.472, -2.214, 2.854], [-3.562, -3.617, 2.941], [-4.438, -1.344, 1.763], [-4.786, -2.896, 0.976], [-2.394, -1.078, 0.417], [-3.716, -1.429, -0.714], [-1.506, -2.938, -0.902], [-3.061, -3.820, -0.771], [-3.209, 2.178, -4.964], [-2.747, 0.799, -3.750], [-3.273, -0.850, -4.532], [-3.732, 1.014, -2.147], [-0.877, 0.616, -3.411], [0.438, 0.694, -4.829], [0.446, -1.017, -5.649], [-0.001, 1.882, -6.251], [2.155, 0.997, -4.143], [-4.273, 2.412, -4.897], [-2.998, 1.874, -5.990], [-2.656, 3.097, -4.768], [-4.270, -0.780, -4.970], [-3.289, -1.657, -3.796], [-2.583, -1.140, -5.325], [-4.764, 0.678, -2.268], [-3.757, 2.057, -1.832], [-3.286, 0.442, -1.330], [-0.788, -0.442, -3.112], [-0.539, -1.311, -6.016], [0.785, -1.777, -4.944], [1.128, -1.024, -6.502], [-0.820, 1.477, -6.848], [0.863, 1.984, -6.912], [-0.292, 2.879, -5.927], [2.365, 0.273, -3.353], [2.290, 1.979, -3.693], [2.912, 0.874, -4.921]],
  "forces_ev_per_angstrom": [[0.3, 0.6, 0.1], [-0.1, 0.0, 0.1], [0.5, -0.4, -0.3], [-0.3, -0.2, -0.4], [0.2, 0.2, 0.9], [-0.5, -0.2, -0.4], [0.1, 0.6, 0.3], [-0.2, -0.4, -0.5], [0.0, 0.2, 0.1], [-0.1, 0.0, -0.2], [0.1, -0.2, 0.1], [0.0, 0.1, -0.1], [-0.1, 0.2, 0.1], [0.0, 0.0, 0.0], [0.1, -0.1, -0.1], [0.0, 0.0, 0.0], [0.0, 0.0, 0.0], [0.0, 0.0, 0.0], [0.0, 0.0, 0.0], [0.0, 0.0, 0.1], [0.2, -0.1, 0.0], [0.1, 0.3, -0.1], [-0.1, -0.2, 0.0], [0.1, -0.1, 0.0], [-0.2, 0.0, 0.1], [-0.1, 0.1, 0.0], [0.4, -0.7, 0.2], [-0.2, 0.0, -0.1], [0.4, -0.7, 0.1], [-0.2, 0.8, -0.6], [-0.3, -0.5, 0.9], [0.6, -0.1, 0.1], [0.1, 0.2, -0.3], [-0.1, 0.0, 0.1], [0.0, 0.1, -0.1], [0.0, 0.0, 0.0], [0.0, 0.0, 0.0], [0.0, 0.0, 0.0], [-0.6, 0.2, 0.3], [0.2, 0.0, -0.9], [-0.1, 0.0, 0.0], [0.0, 0.0, 0.1], [-0.1, 0.0, 0.0], [0.0, 0.0, 0.0], [0.0, 0.0, -0.1], [0.0, 0.0, 0.0], [0.2, 0.2, 0.1], [0.0, 0.0, 0.0], [0.0, 0.0, 0.0], [0.0, 0.0, 0.0], [0.0, 0.0, 0.0], [0.0, 0.0, 0.0], [0.4, 0.1, 0.2], [-0.6, 0.1, -0.3], [0.0, -0.3, -0.1], [0.1, 0.1, 0.0], [-0.2, 0.0, 0.0], [0.0, -0.1, 0.3], [0.2, 0.0, 0.0], [0.0, 0.0, 0.0], [0.0, 0.0, 0.1], [0.0, 0.1, 0.0], [0.0, 0.1, 0.0], [0.1, -0.1, 0.0], [0.0, -0.1, 0.0], [0.0, 0.0, 0.0], [0.2, -0.2, 0.1], [-0.6, -0.1, -0.3], [0.2, 0.2, 0.1], [0.4, 0.0, -0.1], [0.2, 0.2, 0.2], [-0.4, -0.1, -0.5], [0.0, 0.2, 0.2], [0.1, -0.1, 0.3], [-0.2, 0.0, 0.2], [0.0, -0.1, 0.1], [0.0, 0.0, 0.0], [0.0, 0.0, 0.0], [0.0, 0.1, 0.0], [0.0, 0.0, 0.0], [0.0, 0.0, 0.0], [0.0, -0.1, -0.1], [0.0, 0.0, 0.0], [0.0, 0.1, -0.1], [-0.1, 0.0, -0.1], [0.0, 0.0, 0.0], [0.0, -0.1, 0.0], [0.0, 0.0, 0.0], [0.0, -0.1, 0.0], [0.1, 0.0, 0.0], [0.0, 0.0, 0.0], [0.0, -0.1, 0.0], [0.0, 0.0, 0.0], [-0.1, 0.0, 0.0]]
}

The following energy relative to the best compared isomer or geometry (same formula, charge and spin) values (in eV) correspond, in order, to the records above: 1.292, 0.667.